{"formula": "C5H4N2O2", "method": "ωB97M-V/def2-TZVPD", "elements": ["N", "C", "H", "H", "C", "N", "H", "C", "O", "C", "H", "C", "O"], "xyz": [[-1.445, 1.833, -0.699], [-1.425, 1.075, 0.289], [-1.668, 1.367, 1.265], [-0.218, -2.805, -0.334], [1.268, 0.179, -0.007], [2.252, 0.791, 0.076], [-1.889, 2.751, -0.796], [0.703, -2.081, -0.162], [1.846, -2.430, -0.289], [-1.047, -0.353, 0.213], [-1.700, -1.241, 0.283], [0.220, -0.701, 0.017], [3.103, 1.616, 0.144]], "atomic_forces_ev_per_a": [[-0.2390, -0.6243, -2.2530], [-0.6305, 0.0889, -0.1138], [-0.7926, 0.6526, 1.7008], [1.5513, 0.6725, 0.5070], [2.5650, 2.2688, 0.0685], [-2.0005, -0.1371, -0.1706], [0.6300, -0.2828, 1.3162], [-1.9742, -2.2318, -1.0130], [-0.6207, 0.3013, 0.3155], [0.4980, -1.1766, -0.7299], [-0.3783, 1.0145, 0.0573], [0.1238, -0.8633, 0.2513], [1.2678, 0.3173, 0.0638]], "homo_energy_ha": -0.3434, "relative_energy_kcal_mol": 121.0, "lumo_energy_ha": -0.0257, "smiles": "[H]/N=C/C=C(\\C#[N+][O-])C=O", "e_tot_ha": -452.74549}